(1)
The following is a DFT calculation (the ωB97M-V functional and the def2-TZVPD basis) of a molecular structure, C27H31AgAsN3OS5.

Structure (ORCA input):
```
! RIJCOSX wB97M-V def2-TZVPD def2/J DEFGRID3
* xyz 0 1
Ag 0.434 0.792 0.057
O -1.306 0.097 -1.710
As -2.006 -1.335 -2.124
C -3.655 -1.033 -3.070
C -4.877 -1.430 -2.543
C -6.054 -1.105 -3.206
C -6.006 -0.385 -4.390
C -4.784 0.014 -4.918
C -3.608 -0.308 -4.259
C -0.922 -2.384 -3.307
C -1.497 -3.210 -4.268
C -0.682 -3.971 -5.094
C 0.698 -3.901 -4.958
C 1.268 -3.075 -4.000
C 0.460 -2.312 -3.170
C -2.441 -2.370 -0.576
C -2.628 -1.690 0.621
C -3.020 -2.392 1.752
C -3.194 -3.768 1.689
C -2.980 -4.447 0.497
C -2.610 -3.749 -0.643
H -4.911 -1.989 -1.615
H -7.006 -1.415 -2.796
H -6.924 -0.132 -4.905
H -4.749 0.574 -5.844
H -2.653 0.005 -4.666
H -2.574 -3.255 -4.379
H -1.124 -4.616 -5.843
H 1.332 -4.496 -5.603
H 2.343 -3.027 -3.892
H 0.890 -1.676 -2.406
H -2.447 -0.621 0.662
H -3.171 -1.871 2.687
H -3.466 -4.316 2.582
H -3.090 -5.523 0.459
H -2.440 -4.279 -1.573
C -3.638 2.087 -1.019
N -2.446 2.767 -0.538
C -2.279 2.717 0.901
C -1.333 2.864 -1.320
N -0.143 2.736 -0.798
N -1.543 3.141 -2.642
C -2.601 4.016 -3.102
C -0.525 2.792 -3.607
H -3.748 1.129 -0.503
H -3.557 1.876 -2.080
H -4.529 2.691 -0.830
H -3.209 3.040 1.371
H -1.469 3.373 1.205
H -2.046 1.703 1.246
H 0.565 3.074 -1.437
H -3.175 4.383 -2.256
H -3.279 3.500 -3.790
H -2.174 4.876 -3.626
H 0.222 3.584 -3.745
H -1.004 2.616 -4.572
H -0.036 1.871 -3.294
C 1.806 0.803 3.402
S 0.083 0.380 3.042
C 0.209 -1.353 2.845
C 0.749 -1.984 1.775
S 1.536 -1.329 0.383
S 0.684 -3.733 1.868
C -0.152 -3.889 3.375
S -0.644 -5.328 3.999
S -0.403 -2.365 4.136
H 1.862 1.889 3.467
H 2.441 0.450 2.592
H 2.109 0.363 4.350
*
```

As for the lowest unoccupied orbital energy: 0.4 eV. The HOMO energy is -6.96 eV. As for the energy relative to the best compared isomer or geometry (same formula, charge and spin): 0.0 kJ/mol. As for the electronic energy: -5660.6565 Eh.

(2)
The following is a DFT calculation (the ωB97M-V functional and the def2-TZVPD basis) of a single C5H11NO molecule.

Structure (ORCA input):
```
! RIJCOSX wB97M-V def2-TZVPD def2/J DEFGRID3
* xyz 0 1
C 0.876 -1.110 -1.836
C 0.729 -0.948 -0.303
N 0.253 0.364 0.091
C 0.835 1.466 -0.479
O 0.588 2.630 -0.331
C -0.337 0.556 1.428
C -1.869 0.233 1.328
H 0.382 -2.038 -2.124
H 0.226 -0.361 -2.286
H 1.887 -1.142 -2.215
H 1.592 -1.229 0.306
H 0.002 -1.712 -0.006
H 1.674 1.172 -1.143
H -0.301 1.641 1.514
H 0.111 0.022 2.261
H -2.333 -0.064 2.265
H -1.960 -0.590 0.617
H -2.357 1.110 0.911
*
```

As for the lowest unoccupied orbital energy: 0.9 eV. The HOMO energy is -9.29 eV. Its SMILES is CCN(C=O)CC. As for the energy relative to the best compared isomer or geometry (same formula, charge and spin): 115.2 kJ/mol. As for the electronic energy: -327.0875 Eh.

(3)
The following is a DFT calculation (the ωB97M-V functional and the def2-TZVPD basis) of a gas-phase ion, C3H12N6 (charge +2).

Structure (ORCA input):
```
! RIJCOSX wB97M-V def2-TZVPD def2/J DEFGRID3
* xyz 2 1
N -1.308 -1.984 -0.293
C -0.518 -0.854 0.005
C 0.458 -0.284 -0.731
N 1.228 -0.606 -1.942
N 0.852 1.007 -0.195
N 2.152 1.381 -0.469
C 0.177 1.081 1.111
N -0.571 -0.136 1.246
N -1.997 0.145 1.570
H -1.537 -2.419 -1.217
H -1.976 -2.422 0.306
H 1.771 -1.477 -1.988
H 0.827 -0.723 -2.879
H 2.045 0.138 -1.915
H 2.774 1.047 0.241
H 2.387 2.338 -0.717
H 0.874 1.361 1.931
H -0.445 1.927 1.080
H -2.138 0.200 2.666
H -2.518 -0.698 1.251
H -2.534 0.979 0.938
*
```

As for the lowest unoccupied orbital energy: -7.2 eV. The HOMO energy is -15.61 eV. Its SMILES is NC1=C([NH3+])N(N)CN1[NH3+]. As for the energy relative to the best compared isomer or geometry (same formula, charge and spin): 360.2 kJ/mol. As for the electronic energy: -449.2727 Eh.

(4)
The following is a DFT calculation (the ωB97M-V functional and the def2-TZVPD basis) of a molecular structure, C6H5INO2S.

Structure (ORCA input):
```
! RIJCOSX wB97M-V def2-TZVPD def2/J DEFGRID3
* xyz -1 1
C -2.258 -0.666 -0.210
C -1.425 -1.676 0.340
C -1.785 0.603 -0.572
C -0.113 -1.384 0.431
C -0.396 0.960 -0.297
C 0.285 -0.152 0.094
N 2.198 0.105 0.623
O 1.798 2.364 1.233
O 2.850 1.961 -0.956
S 2.814 1.686 0.489
I 3.233 -1.189 -0.448
H -3.215 -0.962 -0.606
H -1.924 -2.594 0.531
H -2.540 1.257 -1.044
H 0.434 -2.260 0.753
H 0.044 1.948 -0.361
*
```

As for the lowest unoccupied orbital energy: 2.9 eV. The HOMO energy is -3.77 eV. As for the energy relative to the best compared isomer or geometry (same formula, charge and spin): 89.6 kJ/mol. As for the electronic energy: -1132.6882 Eh.

(5)
The following is a DFT calculation (the ωB97M-V functional and the def2-TZVPD basis) of a gas-phase ion, C4H7N2O (charge +1).

Structure (ORCA input):
```
! RIJCOSX wB97M-V def2-TZVPD def2/J DEFGRID3
* xyz 1 1
C -1.398 0.320 0.046
C -1.193 0.417 1.412
C -1.333 0.344 2.687
C 0.727 -0.439 -0.518
N -0.561 0.040 -0.836
N 1.750 -0.045 -1.974
O 1.331 -0.469 0.557
H -2.328 0.751 -0.334
H -0.971 1.055 3.296
H -2.082 -0.297 3.085
H 0.416 -1.434 -0.949
H 2.458 0.621 -1.783
H 1.013 0.067 -2.659
H 2.172 -0.931 -2.031
*
```

As for the lowest unoccupied orbital energy (spin up / spin down): -6.9 / -6.9 eV. The HOMO energy (spin up / spin down) is -14.06 / -14.06 eV. As for the energy relative to the best compared isomer or geometry (same formula, charge and spin): 591.4 kJ/mol. As for the electronic energy: -340.9110 Eh.

(6)
The following is a DFT calculation (the ωB97M-V functional and the def2-TZVPD basis) of 2 unconnected molecules or ions with the total composition C20H10Cl4NO4S.

Structure (ORCA input):
```
! RIJCOSX wB97M-V def2-TZVPD def2/J DEFGRID3
* xyz -1 1
Cl -1.372 1.686 3.032
C -0.457 0.248 2.826
C -1.104 -0.981 2.877
Cl -2.802 -1.086 2.844
C -0.411 -2.238 3.187
O -0.993 -3.281 3.442
C 1.137 -2.178 3.260
O 1.788 -3.207 3.353
C 1.724 -0.843 3.187
Cl 3.410 -0.788 3.405
C 0.977 0.298 2.928
Cl 1.755 1.827 2.859
C 1.120 6.194 1.992
C 0.139 5.539 2.740
C -0.910 4.890 2.105
C -0.912 4.781 0.716
S -2.249 3.817 -0.037
C -1.772 2.135 -0.045
C -2.504 1.252 -0.875
C -1.975 -0.037 -1.200
C -2.685 -0.921 -1.994
C -3.946 -0.587 -2.510
C -4.715 -1.559 -3.232
N -5.353 -2.361 -3.803
C -4.466 0.683 -2.227
C -3.773 1.589 -1.451
O -3.424 3.980 0.805
O -2.245 4.370 -1.370
C 0.048 5.449 -0.055
C 1.054 6.163 0.591
H 1.928 6.724 2.491
H 0.168 5.532 3.831
H -1.734 4.452 2.668
H -0.719 1.988 0.149
H -0.981 -0.287 -0.807
H -2.277 -1.911 -2.196
H -5.449 0.943 -2.610
H -4.225 2.567 -1.294
H 0.000 5.423 -1.150
H 1.802 6.695 0.000
*
```

As for the lowest unoccupied orbital energy: -0.5 eV. The HOMO energy is -3.60 eV. As for the energy relative to the best compared isomer or geometry (same formula, charge and spin): 121.6 kJ/mol. As for the electronic energy: -3362.7860 Eh.

Question: Which formula does entry 5 have?
Answer: C4H7N2O

Question: Number 3 is which compound?
Answer: C3H12N6